The following is a DFT calculation (wB97M-V/def2-TZVPD) of a molecular structure, C18H28InN4S2 at a distorted geometry.

The geometry in XYZ format:
```
53
Properties=species:S:1:pos:R:3
In -0.87806 -0.17829 -0.96136
S 1.18683 0.66434 0.88474
S -1.16432 2.26069 -2.10323
C 2.13522 2.20265 1.05327
C 2.41492 -0.25522 -0.05473
C 2.77072 0.39840 -1.37782
N 1.58936 0.40277 -2.29820
C 1.44502 1.67346 -3.04765
C 0.00219 1.89434 -3.47456
H 2.06512 -1.27886 -0.19789
H 3.28841 -0.25704 0.60689
H 3.60057 -0.17491 -1.84208
H 3.09480 1.43808 -1.21855
H 2.06285 1.61664 -3.96272
H 1.81602 2.51072 -2.43553
H -0.41575 1.00986 -3.97628
H -0.06000 2.77063 -4.13208
C -0.27462 3.58345 -1.18431
H 1.73450 -0.35192 -2.96343
H 0.63126 3.21056 -0.69829
H -0.95714 3.93526 -0.40019
H -0.03286 4.41068 -1.86601
H 1.88590 2.58121 2.05544
H 1.85304 2.95010 0.30932
H 3.20147 1.96195 0.99798
C -1.22925 -1.87550 -2.53990
C -2.33473 -1.95746 -1.64235
H -0.40645 -2.60356 -2.48590
H -1.38724 -1.49629 -3.55735
H -2.28074 -2.55790 -0.72174
H -3.36400 -1.82624 -2.00004
N -0.83700 -1.35210 2.78324
C -1.63806 -0.22633 2.58521
C -2.17928 0.34300 3.76742
C -2.89934 1.52895 3.70777
C -2.93085 2.21458 2.48611
C -2.31614 1.61903 1.38177
N -1.82946 0.34869 1.38885
C -0.21697 -2.27552 1.95103
C 0.18138 -3.51140 2.53189
C 0.51912 -4.56150 1.68257
C 0.62830 -4.29644 0.31881
C 0.58138 -2.97499 -0.09249
N -0.02898 -2.01553 0.65576
H -0.75339 -1.61024 3.75918
H -1.98442 -0.20091 4.69309
H -3.40580 1.91454 4.60132
H -3.41133 3.18246 2.38297
H -2.15496 2.17166 0.44956
H 0.14617 -3.63209 3.61758
H 0.69796 -5.56763 2.05345
H 0.77131 -5.05851 -0.43903
H 1.06736 -2.70231 -1.03152
```

Properties
**Charge**: +3
**ΔE to the lowest compared entry with this formula, charge and spin**: 32.3 kcal/mol
**Kohn-Sham gap**: 5.44 eV
**HOMO energy**: -16.909 eV
**Calculated total energy**: -1907.15765 a.u.

=====

The following is a DFT calculation (wB97M-V/def2-TZVPD) of 2 unconnected molecules or ions with the total composition C2H9N4 at a distorted geometry.

The geometry in XYZ format:
```
15
Properties=species:S:1:pos:R:3
N 0.69279 1.11025 0.59730
C -0.41394 0.57274 1.08618
N -0.93181 1.09565 2.21599
N -1.00250 -0.45287 0.48457
H 1.06379 1.95237 0.97139
H 1.13164 0.71811 -0.22867
H -0.33716 1.72176 2.72279
H -1.76821 0.70468 2.60958
H -1.98916 -0.57010 0.62908
H -0.54851 -0.84275 -0.37005
C 0.82997 -1.00011 -2.78892
N 0.80006 -1.31930 -1.56247
H 0.15922 -0.23647 -3.17605
H 1.42390 -1.53934 -3.52475
H 1.44322 -2.08009 -1.36163
```

Properties
**Charge**: +1
**ΔE to the lowest compared entry with this formula, charge and spin**: 0.6 kcal/mol
**Kohn-Sham gap**: 11.91 eV
**HOMO energy**: -14.743 eV
**Calculated total energy**: -300.41837 a.u.

=====

The following is a DFT calculation (wB97M-V/def2-TZVPD) of 12 unconnected molecules or ions with the total composition C34H61N7O10S5 at a distorted geometry.

The geometry in XYZ format:
```
117
Properties=species:S:1:pos:R:3
O 1.24414 2.13081 2.76686
S 0.44720 3.27193 3.11633
O -0.76137 3.34018 2.33203
C 0.20133 3.36996 4.86327
C -0.15169 4.80066 5.07398
C 0.90160 5.61854 4.24746
C 1.29383 4.83974 3.00656
H 1.13937 3.15748 5.39534
H -0.60501 2.65886 5.14236
H -1.11316 5.02003 4.64548
H -0.14046 5.08468 6.17508
H 1.79383 5.66144 4.88614
H 0.56193 6.63347 3.95871
H 2.33421 4.60943 2.94462
H 1.03764 5.18398 2.01273
O -0.42703 -3.30841 -5.56165
S -1.58244 -2.51799 -5.98132
O -2.83394 -3.18194 -6.01563
C -1.58510 -0.95590 -5.05854
C -1.98984 0.07595 -6.06592
C -1.36250 -0.27390 -7.40032
C -1.23913 -1.77711 -7.56431
H -0.56753 -0.81536 -4.66506
H -2.33204 -1.06985 -4.24225
H -3.08051 0.07355 -6.18140
H -1.74055 1.05822 -5.66632
H -0.40477 0.22028 -7.69292
H -2.06028 0.01279 -8.20736
H -0.26261 -2.19616 -7.77656
H -1.96556 -2.16522 -8.26679
O 2.40260 3.05805 -1.17463
S 3.37497 3.41544 -0.15928
O 3.06188 4.51076 0.66742
C 3.97815 2.03180 0.80218
C 5.35425 2.61392 1.25291
C 6.03915 3.05032 -0.04320
C 4.96441 3.74728 -0.95561
H 4.19788 1.23681 0.00780
H 3.23398 1.67833 1.52921
H 5.22420 3.47166 1.91440
H 5.92131 1.86100 1.81497
H 6.17666 2.05085 -0.48610
H 6.98844 3.62346 0.11185
H 4.99158 3.27747 -1.92503
H 5.07960 4.82580 -1.09581
O 1.35389 -4.07714 6.86995
S 0.41540 -3.50664 5.95086
O -0.87960 -4.11183 5.67279
C 0.14849 -1.83589 6.30624
C 0.04867 -1.20271 4.93872
C 1.18685 -1.87661 4.09999
C 1.20200 -3.39996 4.39169
H 0.99154 -1.50955 6.95013
H -0.76505 -1.68637 6.91639
H -0.90641 -1.55333 4.58332
H 0.09165 -0.11721 4.89751
H 2.12102 -1.45550 4.44983
H 0.97277 -1.60303 3.05508
H 2.19164 -3.87326 4.49554
H 0.57262 -4.04085 3.79844
O 0.61727 -0.62445 -2.19203
S -0.47986 0.02164 -1.49543
O -1.18130 1.08301 -2.19454
C -1.69392 -1.24988 -0.96391
C -1.49024 -1.48111 0.51262
C -1.02043 -0.11048 1.12395
C 0.05133 0.43189 0.20207
H -1.54387 -2.12601 -1.60501
H -2.70263 -0.91399 -1.12541
H -2.30848 -1.90060 1.03019
H -0.62575 -2.15027 0.69192
H -0.62993 -0.13773 2.16602
H -1.85994 0.54744 1.03624
H 1.04579 -0.05326 0.36413
H 0.18828 1.49416 0.32316
C -4.49511 -3.69729 -2.92196
C -3.72080 -4.21517 -1.79816
N -3.26244 -4.51780 -0.77993
H -4.70732 -2.63580 -2.77959
H -5.38509 -4.30842 -3.02702
H -3.87592 -3.74755 -3.84590
C -0.81070 4.07239 -1.07314
C -2.08827 4.67948 -1.53970
N -3.10043 5.08334 -1.90153
H -0.25191 3.66864 -1.93518
H -1.08535 3.24886 -0.39741
H -0.13267 4.82776 -0.65443
C 2.58415 -2.64383 -0.86269
C 3.12319 -1.63979 0.11477
N 3.45834 -0.90302 0.92481
H 2.10560 -2.19480 -1.71301
H 1.84512 -3.20641 -0.31977
H 3.36607 -3.36524 -1.13998
C -4.05853 2.02691 -3.32112
C -4.35281 0.60487 -3.20707
N -4.48990 -0.53472 -3.32287
H -2.98141 2.16690 -3.41265
H -4.23693 2.55895 -2.38817
H -4.66426 2.49339 -4.14598
C -0.48215 -6.34482 -0.62945
C 0.03553 -5.32477 0.37726
N 0.39405 -4.55078 1.14313
H -1.59634 -6.22557 -0.70666
H -0.11661 -7.30222 -0.28898
H -0.15258 -6.08877 -1.60659
C -3.68570 -4.05828 5.60731
C -3.66298 -2.87622 4.70456
N -3.49739 -1.93890 4.06883
H -3.22527 -4.95993 5.17713
H -4.71510 -4.32827 5.77076
H -3.25101 -3.82742 6.57019
C 2.01768 1.34379 -4.26007
C 3.10259 2.25355 -4.66053
N 3.87290 3.10718 -5.02254
H 1.52577 1.00338 -5.15366
H 1.33476 1.82198 -3.60518
H 2.46888 0.48082 -3.76990
```

Properties
**SMILES**: O=S1(=O)CCCC1.O=S1(=O)CCCC1.O=S1(=O)CCCC1.O=S1(=O)CCCC1.O=S1(=O)CCCC1.CC#N.CC#N.CC#N.CC#N.CC#N.CC#N.CC#N
**Kohn-Sham gap**: 10.41 eV
**HOMO energy**: -10.274 eV
**Calculated total energy**: -4458.61280 a.u.

=====

The following is a DFT calculation (wB97M-V/def2-TZVPD) of a molecular structure, C33H34N6O2SSc.

The geometry in XYZ format:
```
77
Properties=species:S:1:pos:R:3
Sc 0.26814 0.14192 0.14852
O 1.94558 0.19642 -1.04902
C 2.63653 -0.63617 -1.73767
C 3.27243 -0.23327 -2.94224
C 4.00381 -1.12005 -3.69401
C 4.17721 -2.45036 -3.29184
C 3.59765 -2.86222 -2.11370
C 2.81315 -1.99492 -1.34108
C 2.25503 -2.48759 -0.10582
N 1.35841 -1.91810 0.60752
C 1.13737 -2.54012 1.92818
C 0.02567 -1.82662 2.68250
N 0.19764 -0.41002 2.42584
C 0.33959 0.37802 3.41725
C 0.65552 1.78454 3.33765
C 0.58825 2.55674 4.50153
C 0.93437 3.89053 4.50127
C 1.39130 4.46343 3.31058
C 1.49241 3.72460 2.15436
C 1.11524 2.36104 2.12345
O 1.21828 1.67724 1.03197
H 3.14741 0.79776 -3.24909
H 4.46165 -0.77818 -4.61594
H 4.76687 -3.13412 -3.88810
H 3.72868 -3.88400 -1.77080
H 2.68566 -3.43506 0.24393
H 2.07119 -2.43305 2.49039
H 0.91343 -3.60513 1.82395
H 0.08819 -2.05918 3.75186
H -0.94522 -2.12735 2.29860
H 0.24429 -0.02369 4.43341
H 0.24366 2.08538 5.41652
H 0.86482 4.48065 5.40580
H 1.67508 5.51044 3.29488
H 1.84617 4.16483 1.23090
C -0.28161 5.85462 -0.07280
C -1.72019 5.35625 -0.13378
N -1.92953 4.10543 0.55962
C -1.54783 2.89900 0.07097
S -1.92810 1.49905 1.00737
N -0.95964 2.89549 -1.10869
N -0.61919 1.62182 -1.47146
C -0.58402 1.34922 -2.72146
C -0.87912 2.34421 -3.80333
C -0.28675 -0.04758 -3.08254
C -0.07714 -0.40939 -4.40954
C 0.16988 -1.73559 -4.71870
C 0.17979 -2.66140 -3.69726
C -0.04124 -2.21717 -2.40178
N -0.26105 -0.94677 -2.07912
H -0.17678 6.79690 -0.61652
H 0.38075 5.11550 -0.52156
H 0.03094 6.01250 0.96087
H -2.01887 5.22673 -1.17728
H -2.39766 6.08996 0.30921
H -2.33040 4.09569 1.47938
H -1.23339 3.26829 -3.35890
H -1.62898 1.95727 -4.49607
H 0.02564 2.55999 -4.37846
H -0.09661 0.33601 -5.19042
H 0.35203 -2.03410 -5.74345
H 0.36365 -3.71114 -3.87830
H -0.04634 -2.92494 -1.58422
C -2.16135 -1.97244 0.24440
C -2.66662 -2.96786 1.08170
C -3.86965 -2.82055 1.84128
C -4.30953 -3.78670 2.71670
C -3.60966 -4.98224 2.91290
C -2.44109 -5.16511 2.17680
C -1.98387 -4.20623 1.29547
H -1.30990 -2.21758 -0.36441
H -2.73561 -1.09471 -0.01782
H -4.44303 -1.90685 1.72350
H -5.22962 -3.60919 3.26607
H -3.96356 -5.73224 3.60865
H -1.87156 -6.08413 2.28652
H -1.07864 -4.40433 0.72489
```

Properties
**Charge**: -1
**ΔE to the lowest compared entry with this formula, charge and spin**: 31.1 kcal/mol
**Kohn-Sham gap**: 4.80 eV
**HOMO energy**: -2.376 eV
**Calculated total energy**: -2916.04855 a.u.

=====

- Which of these has the highest calculated total energy?
  C2H9N4